ORCA calculation (the ωB97M-V functional and the def2-TZVPD basis) on an isolated molecule of C2H3FS in a non-equilibrium geometry.

The geometry in XYZ format:
```
7
Properties=species:S:1:pos:R:3:nbo_charge:R:1
F 1.565 -1.106 1.235 -0.318
C 0.377 -0.628 0.823 0.181
C 0.218 -0.034 -0.431 -0.333
S -1.162 0.909 -1.550 0.003
H -0.292 -0.251 1.541 0.163
H 1.062 -0.160 -1.104 0.199
H -1.769 1.270 -0.514 0.106
```

ΔE to the lowest compared entry with this formula, charge and spin = 155.5 kJ/mol
LUMO = 0.5 eV
orbital gap = 9.6796 eV